(1)
{
  "formula": "C27H67N5O",
  "method": "ωB97M-V/def2-TZVPD",
  "smiles": "CCN(CC)CC.CCN(CC)CC.CCN(CC)CC.CCN(CC)CC.CNC(C)=O",
  "total_charge": 0,
  "lumo_ev": 0.606,
  "symbols": ["C", "C", "N", "C", "C", "C", "C", "H", "H", "H", "H", "H", "H", "H", "H", "H", "H", "H", "H", "H", "H", "H", "C", "C", "N", "C", "C", "C", "C", "H", "H", "H", "H", "H", "H", "H", "H", "H", "H", "H", "H", "H", "H", "H", "C", "C", "N", "C", "C", "C", "C", "H", "H", "H", "H", "H", "H", "H", "H", "H", "H", "H", "H", "H", "H", "H", "C", "C", "N", "C", "C", "C", "C", "H", "H", "H", "H", "H", "H", "H", "H", "H", "H", "H", "H", "H", "H", "H", "C", "C", "O", "N", "C", "H", "H", "H", "H", "H", "H", "H"],
  "positions_angstrom": [[-10.7137, 6.1081, 4.4225], [-10.5025, 6.8290, 5.6665], [-9.1385, 7.0841, 6.0647], [-8.1494, 7.7621, 5.2277], [-8.5826, 9.1249, 4.6983], [-9.1248, 7.6472, 7.4419], [-7.9005, 7.0914, 8.2537], [-10.3363, 6.6499, 3.5552], [-11.7850, 5.9270, 4.3359], [-10.3261, 5.0975, 4.5516], [-11.1486, 7.7068, 5.6676], [-10.8759, 6.1220, 6.4073], [-7.2230, 7.8516, 5.7951], [-7.8419, 7.2351, 4.3245], [-7.7292, 9.7913, 4.8238], [-8.9530, 9.1082, 3.6733], [-9.3804, 9.5775, 5.2871], [-10.0283, 7.3402, 7.9687], [-9.0269, 8.7254, 7.5688], [-7.6944, 6.0530, 7.9941], [-8.1285, 7.1147, 9.3194], [-7.0119, 7.7155, 8.1583], [-1.0889, -0.5303, -8.4549], [-1.7635, -1.5468, -7.6868], [-1.2142, -1.7441, -6.3659], [-1.1899, -0.5777, -5.4800], [-2.4350, 0.2915, -5.5610], [-0.0655, -2.6118, -6.1688], [-0.1396, -3.9775, -6.8613], [-1.2046, 0.3637, -7.8421], [-1.6234, -0.3388, -9.3853], [-0.0476, -0.8155, -8.6047], [-2.7772, -1.3094, -7.3643], [-1.9432, -2.4794, -8.2216], [-1.0572, -0.9751, -4.4738], [-0.2863, 0.0229, -5.5836], [-3.2838, -0.3832, -5.4494], [-2.3718, 0.8790, -4.6450], [-2.6290, 0.8476, -6.4782], [0.0751, -2.7455, -5.0962], [0.8398, -2.0917, -6.4822], [-0.1043, -3.9756, -7.9507], [-1.1077, -4.3569, -6.5341], [0.5652, -4.7420, -6.5345], [5.8997, -6.7573, -0.6716], [7.1512, -7.5199, -0.6519], [8.0648, -7.0133, 0.3969], [8.6176, -5.6979, 0.0899], [9.4723, -5.7335, -1.2179], [7.6572, -6.9851, 1.8034], [7.7924, -8.3508, 2.4362], [5.2136, -7.4222, -1.1963], [5.8768, -5.8306, -1.2451], [5.4889, -6.7066, 0.3367], [6.8045, -8.5260, -0.4162], [7.7607, -7.7762, -1.5185], [7.9444, -4.8407, 0.0769], [9.3017, -5.4432, 0.8993], [10.2606, -6.4846, -1.1686], [8.9093, -5.8618, -2.1424], [9.8531, -4.7139, -1.2783], [6.6715, -6.5423, 1.9466], [8.3361, -6.4081, 2.4313], [7.6770, -8.2725, 3.5172], [8.8003, -8.7562, 2.3468], [7.0727, -9.0987, 2.1034], [-0.9838, 3.0679, 2.9435], [-1.2643, 1.9570, 1.8894], [-1.7343, 0.7076, 2.4275], [-2.8778, 0.7562, 3.3585], [-4.1511, 1.2786, 2.6968], [-0.6336, -0.1447, 2.8552], [0.4653, -0.4801, 1.8333], [-1.8891, 3.5102, 3.3591], [-0.5157, 3.9302, 2.4687], [-0.3096, 2.7056, 3.7196], [-2.0247, 2.4322, 1.2696], [-0.3812, 1.9031, 1.2528], [-2.6306, 1.3992, 4.2032], [-3.0551, -0.2803, 3.6452], [-4.8774, 1.3696, 3.5045], [-4.3777, 0.5031, 1.9652], [-4.0149, 2.1716, 2.0868], [-0.2255, 0.2105, 3.8014], [-0.9539, -1.1641, 3.0707], [1.0652, 0.3725, 1.5150], [1.1712, -1.1490, 2.3256], [0.1761, -0.7970, 0.8313], [7.4411, 0.9469, -2.5774], [6.9519, -0.1417, -3.5847], [5.8120, -0.4863, -3.6676], [7.9227, -0.6230, -4.3809], [7.6575, -1.6497, -5.3852], [8.4262, 1.3390, -2.8301], [7.4608, 0.4013, -1.6340], [6.7171, 1.7429, -2.4031], [8.7748, -0.0875, -4.2956], [6.9027, -1.2753, -6.0767], [7.2884, -2.6104, -5.0262], [8.4943, -1.9404, -6.0204]],
  "mulliken_charge": [-1.399, -0.416, 0.128, -0.657, -1.045, -0.469, -1.337, 0.337, 0.387, 0.305, 0.339, 0.400, 0.339, 0.352, 0.324, 0.315, 0.322, 0.478, 0.214, 0.326, 0.411, 0.347, -0.915, -0.911, 0.119, -0.582, -1.322, -0.390, -1.332, 0.232, 0.365, 0.267, 0.359, 0.473, 0.459, 0.376, 0.346, 0.392, 0.330, 0.362, 0.349, 0.281, 0.353, 0.389, -1.002, -0.707, 0.135, -0.450, -1.309, -0.414, -1.377, 0.407, 0.257, 0.279, 0.277, 0.435, 0.367, 0.366, 0.289, 0.320, 0.433, 0.272, 0.383, 0.429, 0.308, 0.302, -1.105, -0.637, 0.075, -0.520, -1.205, -0.406, -1.344, 0.275, 0.420, 0.288, 0.283, 0.346, 0.396, 0.409, 0.347, 0.337, 0.283, 0.338, 0.350, 0.345, 0.382, 0.344, -0.931, 0.612, -0.608, -0.170, -0.808, 0.310, 0.235, 0.290, 0.209, 0.279, 0.247, 0.335]
}

=====

(2)
{
  "formula": "C27H68ClN4O21P2S5",
  "method": "ωB97M-V/def2-TZVPD",
  "total_charge": 1,
  "lumo_ev": -3.269,
  "symbols": ["C", "C", "C", "Cl", "N", "C", "N", "N", "C", "C", "C", "C", "C", "C", "O", "C", "C", "O", "P", "N", "O", "P", "O", "O", "O", "H", "H", "H", "H", "H", "H", "H", "H", "H", "H", "H", "H", "H", "H", "H", "H", "H", "H", "H", "H", "H", "H", "H", "H", "H", "H", "H", "H", "O", "S", "O", "O", "C", "C", "C", "H", "H", "H", "H", "H", "H", "H", "H", "O", "S", "O", "O", "C", "C", "C", "H", "H", "H", "H", "H", "H", "H", "H", "O", "S", "O", "O", "C", "C", "C", "H", "H", "H", "H", "H", "H", "H", "H", "O", "S", "O", "O", "C", "C", "C", "H", "H", "H", "H", "H", "H", "H", "H", "O", "S", "O", "O", "C", "C", "C", "H", "H", "H", "H", "H", "H", "H", "H"],
  "positions_angstrom": [[2.8679, -3.8286, -0.3963], [2.3806, -2.6332, -1.2827], [0.9536, -2.9696, -1.8077], [1.1726, -3.7085, -3.4478], [0.1644, -1.7075, -1.9538], [-0.3365, -1.2285, -0.7042], [-1.1559, -1.9848, 0.0384], [0.0100, -0.0489, -0.3067], [-0.4929, 0.5581, 0.9481], [-0.1351, -0.2204, 2.2374], [-1.1633, -0.0706, 3.3747], [-2.6143, -0.4180, 2.9976], [-2.9280, -1.9504, 2.9960], [-3.9047, -2.3752, 1.8819], [-5.2618, -2.4503, 2.3392], [-6.0939, -2.5411, 1.2562], [-7.4376, -1.8163, 1.2915], [-5.8107, -3.1405, 0.2921], [1.1103, 0.8781, -1.4101], [2.0039, 1.9410, -0.4166], [0.0377, 1.7759, -2.3234], [-1.2308, -1.8381, -2.9772], [-2.1723, -0.8278, -2.5054], [-0.9103, -1.5490, -4.5045], [-1.9645, -3.2712, -2.9184], [2.7010, -3.6195, 0.6634], [2.2764, -4.7093, -0.6841], [3.9063, -4.0572, -0.6465], [2.3664, -1.6759, -0.7505], [3.0220, -2.5335, -2.1622], [0.4485, -3.7471, -1.2181], [-1.9158, -1.4520, 0.4574], [-1.4796, -2.8180, -0.4333], [-0.0052, 1.5358, 1.0308], [-1.5633, 0.7685, 0.8099], [0.1065, -1.2710, 2.0278], [0.8097, 0.2097, 2.6024], [-0.8763, -0.6237, 4.2784], [-1.1572, 0.9893, 3.6808], [-3.2528, 0.0320, 3.7692], [-2.9630, 0.0073, 2.0449], [-3.4002, -2.1867, 3.9582], [-1.9792, -2.4939, 2.8782], [-3.5398, -3.3178, 1.4500], [-3.8803, -1.6152, 1.0773], [-7.4144, -0.9143, 0.6703], [-8.1380, -2.4894, 0.7847], [-7.7539, -1.6121, 2.3192], [2.5908, 2.4693, -1.0786], [1.3744, 2.6577, -0.0332], [-0.8618, 1.4170, -2.1914], [-0.0097, -1.2093, -4.6397], [-1.5551, -3.8949, -2.3003], [-4.6221, 2.3814, 3.2173], [-4.2911, 3.7158, 3.6233], [-3.2337, 3.9601, 4.5549], [-5.6111, 4.4475, 4.1225], [-6.3763, 3.8320, 5.1797], [-5.7069, 3.9735, 6.5328], [-4.0169, 4.7096, 2.1927], [-6.5718, 2.7848, 4.9408], [-7.3372, 4.3435, 5.1957], [-4.7692, 3.4197, 6.5712], [-6.3557, 3.5902, 7.3206], [-5.4746, 5.0188, 6.7385], [-4.8319, 4.5522, 1.4907], [-3.0725, 4.3950, 1.7530], [-3.9571, 5.7519, 2.4961], [-9.3256, -2.0841, 5.4791], [-10.1224, -2.7094, 4.4682], [-10.6927, -1.9546, 3.3949], [-11.2660, -3.5714, 5.1671], [-12.1547, -2.9065, 6.0855], [-13.1617, -2.0227, 5.3751], [-9.2208, -4.0616, 3.7821], [-11.5796, -2.3408, 6.8212], [-12.6802, -3.6941, 6.6234], [-12.6726, -1.1861, 4.8768], [-13.8808, -1.6159, 6.0868], [-13.6961, -2.5878, 4.6109], [-8.8106, -4.6599, 4.5917], [-8.4194, -3.6463, 3.1764], [-9.8906, -4.6507, 3.1601], [6.9363, 4.6086, -1.1785], [5.7071, 4.7910, -1.8830], [4.7338, 3.7389, -1.9561], [6.0204, 5.3141, -3.3540], [6.9008, 4.5311, -4.1833], [6.2362, 3.2707, -4.7019], [4.9116, 6.2487, -1.2932], [7.8203, 4.3002, -3.6412], [7.1729, 5.1684, -5.0232], [6.0069, 2.5811, -3.8897], [6.8915, 2.7557, -5.4048], [5.2960, 3.5104, -5.2000], [5.6359, 7.0585, -1.2633], [4.5415, 6.0354, -0.2922], [4.0823, 6.4891, -1.9543], [13.5345, 6.4382, -0.1713], [12.3127, 7.0733, 0.2136], [11.6312, 6.7017, 1.4141], [11.2863, 7.0024, -1.0099], [10.9759, 5.7090, -1.5567], [10.0626, 4.9035, -0.6526], [12.5395, 8.8214, 0.2145], [11.8963, 5.1641, -1.7776], [10.4747, 5.8926, -2.5070], [10.5593, 4.6488, 0.2834], [9.7641, 3.9737, -1.1378], [9.1706, 5.4743, -0.4011], [13.0281, 9.1153, -0.7109], [13.1673, 9.0670, 1.0685], [11.5692, 9.3015, 0.3150], [2.8085, -9.5713, -5.7923], [3.7738, -8.6057, -6.2165], [4.4667, -7.7881, -5.2681], [3.1066, -7.6616, -7.3222], [1.8931, -6.9789, -6.9754], [2.1404, -5.8230, -6.0243], [4.9578, -9.3817, -7.2652], [1.1683, -7.6836, -6.5623], [1.4770, -6.5993, -7.9076], [2.4990, -6.1772, -5.0576], [1.2191, -5.2615, -5.8573], [2.9006, -5.1514, -6.4259], [4.4346, -9.9776, -8.0086], [5.5789, -10.0183, -6.6385], [5.5668, -8.6139, -7.7361]],
  "mulliken_charge": [-1.186, 0.057, -0.621, 0.024, 1.041, -1.991, 0.240, 0.479, -0.564, -0.487, -1.276, -0.023, -0.772, -0.684, -0.320, 0.887, -1.169, -0.526, 0.410, -0.512, -0.515, 1.338, -0.763, -0.574, -0.542, 0.341, 0.320, 0.351, -0.012, 0.478, 0.422, -0.183, 0.341, 0.374, 0.281, 0.371, 0.420, 0.381, 0.340, 0.495, 0.136, 0.512, 0.398, 0.251, 0.428, 0.336, 0.354, 0.279, 0.212, 0.324, 0.350, 0.382, 0.390, -0.580, 1.278, -0.637, -0.326, -0.283, -0.990, -0.987, 0.290, 0.281, 0.289, 0.392, 0.265, 0.321, 0.327, 0.355, -0.660, 1.207, -0.607, -0.256, -0.329, -0.987, -0.525, 0.324, 0.270, 0.304, 0.385, 0.263, 0.342, -0.068, 0.317, -0.559, 1.103, -0.551, -0.308, -0.133, -1.044, -0.999, 0.144, 0.307, 0.288, 0.407, 0.261, 0.334, 0.377, 0.342, -0.634, 1.213, -0.602, -0.263, -0.416, -0.915, -0.938, 0.344, 0.236, 0.407, 0.360, 0.222, 0.316, 0.374, 0.309, -0.632, 1.188, -0.600, -0.256, -0.528, -0.859, -0.933, 0.351, 0.290, 0.380, 0.330, 0.279, 0.323, 0.371, 0.316]
}

=====

> Number 2 is which compound?

C27H68ClN4O21P2S5